C28H26Cl2N4O12STi | the ωB97M-V functional and the def2-TZVPD basis

E_HOMO = -0.2826 Ha
Frontier orbital gap = 6.107 eV

The geometry in XYZ format:
```
74
Properties=species:S:1:pos:R:3:mulliken_charge:R:1
Ti 0.0508 0.7183 0.5068 0.224
Cl -5.4649 1.0568 4.7532 -0.252
Cl -0.1576 0.4173 5.3490 -0.217
S 1.8498 -4.9636 -1.4926 1.342
O 1.7870 1.3405 0.3352 0.238
O 3.0108 -5.8168 -1.5603 -0.736
O 0.6076 -5.6032 -1.0647 -0.768
O 1.6567 -4.1416 -2.6997 -0.750
O 0.3029 5.7352 0.8153 -0.585
O 1.3028 -0.4404 -1.7180 0.057
O 4.2812 3.1587 0.2044 -0.620
O -0.1452 0.5382 2.3307 -0.641
O -0.3129 -1.1323 0.1457 0.155
O -0.3334 2.7304 0.7650 -0.548
O -0.5649 1.2701 -1.4060 -0.181
O 3.2750 5.8918 0.8421 -0.517
N -2.1946 0.8086 0.7807 0.874
N -1.2131 -2.8701 -0.9538 0.654
N 0.2400 2.8075 -2.8427 0.190
N 2.7681 -0.7665 2.6444 -0.281
C -4.8016 1.1084 1.7026 -0.831
C -3.7563 0.9329 2.6333 0.016
C 1.9457 2.6560 0.5399 -0.037
C -1.3252 0.6332 2.9405 -0.541
C -4.5143 1.1406 0.3658 -1.294
C -0.4240 -1.8343 -0.9185 0.662
C -1.8638 -3.3753 0.2529 -0.891
C 1.4274 0.6624 -2.5568 -1.638
C -2.4619 0.7936 2.1130 0.527
C 2.1833 -3.7657 -0.2142 -0.174
C -3.1816 0.9949 -0.0608 -0.346
C 0.7925 3.3631 0.7485 1.477
C -2.8019 0.7351 4.8491 -0.431
C 1.0754 4.8154 0.8058 -0.209
C 0.3806 -1.4331 -2.1325 -1.666
C 2.6204 4.9010 0.7333 0.381
C 3.3488 -1.7871 0.5213 -0.440
C 1.2597 3.2190 -3.8068 -1.030
C 1.5063 -3.8017 0.9959 -0.457
C 3.1261 -2.7668 -0.4294 -0.727
C 1.7365 -2.8369 1.9619 -0.719
C -0.7385 3.8161 -2.4304 -1.037
C -1.4133 -3.6938 -2.1536 -0.916
C -1.5068 0.6072 4.2973 0.492
C -3.8920 0.8947 4.0463 0.664
C 0.2963 1.6337 -2.2532 0.757
C 2.6438 -1.8042 1.7265 0.556
C 3.1459 3.4684 0.4649 -0.422
H 0.8053 -4.6076 1.1726 0.727
H -1.7017 -2.6930 1.0793 0.211
H 2.3848 1.1387 -2.3356 0.546
H 1.4885 2.4151 -4.5023 0.364
H -2.9190 1.0304 -1.1103 0.709
H -1.4323 -4.3500 0.4820 0.277
H -2.4694 -3.9609 -2.1804 0.417
H -0.3072 -1.0538 -2.8968 0.668
H -0.7890 -4.5847 -2.0898 0.230
H -0.2112 4.7420 -2.2013 0.426
H -5.2927 1.2821 -0.3699 0.444
H 3.6719 -2.7475 -1.3651 0.406
H 0.8694 4.0586 -4.3753 0.395
H -1.4469 3.9967 -3.2387 0.326
H 2.1720 3.5337 -3.2970 0.331
H 0.9098 -2.3222 -2.5080 0.534
H 4.0608 -0.9922 0.3295 0.278
H -1.2541 3.4760 -1.5385 0.292
H -2.9150 0.7089 5.9236 0.486
H 2.5050 -0.9933 3.5899 0.215
H 1.1985 -2.8677 2.9037 0.311
H 1.4238 0.3855 -3.6166 0.669
H -2.9292 -3.4894 0.0563 0.334
H 3.6072 -0.2111 2.6028 0.247
H -1.1664 -3.1317 -3.0487 0.328
H -5.8168 1.2222 2.0573 0.463
```

---

C22H20Cl5IrN4O6 | the ωB97M-V functional and the def2-TZVPD basis

Net charge = +1
E_HOMO (spin up / spin down) = -0.4497 / -0.4535 Ha
Frontier orbital gap (spin up / spin down) = 8.549 / 6.377 eV
2S+1 = 2

The geometry in XYZ format:
```
58
Properties=species:S:1:pos:R:3:mulliken_charge:R:1
Ir -0.7986 -1.0789 1.5600 2.157
Cl 1.0840 3.0187 5.3619 -0.149
Cl 1.9366 0.9763 3.1669 -0.165
Cl -4.0708 1.4252 4.8363 -0.167
Cl -1.8944 3.2564 6.2177 -0.140
Cl -3.0216 -0.6214 2.5248 -0.164
O -1.0030 4.8316 -4.9128 -0.603
O -2.8506 4.0300 -5.6778 -0.595
O -3.0563 -0.4424 -0.4178 -0.645
O -2.7452 -4.0232 -0.1007 -0.531
O -1.0068 0.2663 0.1542 -0.403
O -1.0328 -2.6719 0.3834 -0.606
N -0.3971 -2.5241 3.0519 -0.634
N 2.2719 -0.3606 -1.0420 0.070
N 1.0839 -1.1858 0.9298 -0.784
N -1.9463 4.0696 -4.8735 1.014
C -1.9896 3.1024 -3.7526 0.053
C -0.9770 3.1408 -2.8121 -0.629
C -1.4382 2.1427 5.0075 0.620
C -1.3899 -3.6363 3.1623 -0.670
C 1.6441 -0.7728 -0.0105 0.645
C -2.4195 1.3413 4.4135 -0.321
C 2.3103 -1.1566 -2.2923 -0.705
C -3.0636 1.2965 -2.6448 -0.481
C -2.1181 0.2944 -0.5912 0.470
C -1.9782 0.4630 3.4516 1.218
C -0.6768 0.3223 3.0140 -1.760
C -2.0512 1.3046 -1.6917 0.046
C -1.8650 -3.6955 0.6366 0.306
C -3.0371 2.2027 -3.6915 -0.528
C 0.2823 1.1168 3.6249 0.625
C -1.4765 -4.4664 1.8913 -0.494
C 3.0661 0.8895 -1.0198 -0.655
C 3.7549 -1.4650 -2.6499 -0.630
C -1.0118 2.2269 -1.7732 -0.235
C 4.5098 0.5778 -1.3799 -0.726
C 4.5893 -0.1863 -2.7003 -0.617
C -0.0960 2.0294 4.6161 0.001
H 4.9609 -0.0116 -0.5769 0.315
H -3.8043 2.2203 -4.4508 0.510
H 2.6149 1.5617 -1.7537 0.286
H 4.1695 -2.1552 -1.9100 0.298
H -2.2113 -5.2558 2.0376 0.354
H 4.2285 0.4522 -3.5130 0.313
H -1.1019 -4.2759 3.9974 0.433
H 1.7086 -2.0507 -2.1420 0.522
H 1.8351 -0.5478 -3.0651 0.319
H -0.3091 -2.0665 3.9564 0.373
H 2.9649 1.3373 -0.0325 0.510
H -3.8625 0.5735 -2.5562 0.509
H 5.6269 -0.4276 -2.9280 0.326
H 5.0619 1.5162 -1.4417 0.350
H -0.2407 2.2344 -1.0157 0.528
H 3.7713 -1.9761 -3.6130 0.352
H 0.5229 -2.9104 2.8420 0.338
H -0.1923 3.8768 -2.9029 0.506
H -2.3528 -3.1897 3.4041 0.361
H -0.5118 -4.9431 1.6938 0.309
```

---

C2H7NO3 | the ωB97M-V functional and the def2-TZVPD basis

E_HOMO = -0.3449 Ha
Frontier orbital gap = 10.097 eV

The geometry in XYZ format:
```
13
Properties=species:S:1:pos:R:3:mulliken_charge:R:1
O -0.4717 1.1024 0.4098 -0.604
O 1.2717 -0.5040 1.8608 -0.448
O -0.1600 -1.9380 0.8120 -0.470
N 0.3352 0.4401 -1.7950 -0.381
C -0.7770 0.6273 -0.9091 -0.275
C 0.4849 -1.5992 1.7604 0.199
H 0.4834 -0.2890 -2.4612 0.173
H 0.6871 -2.0774 2.7284 0.333
H -1.2082 -0.3639 -0.8926 0.262
H -0.7172 2.0272 0.4886 0.311
H 0.8222 0.0682 1.1642 0.401
H -1.6300 1.2211 -1.2637 0.344
H 0.8796 1.2851 -1.9026 0.157
```

---

Energy above the lowest of the compared OMol25 structures with the same formula, charge and spin (computed, kcal/mol): 0.0; 1.2; 34.7